# 1
{
  "formula": "C43H47N3O13S",
  "method": "wB97M-V/def2-TZVPD",
  "smiles": "CCOCCOCCOCc1cc(OCCNC[C@@H](C)O)c2nsnc2c1C.O=C1C=CC(=O)C=C1.O=C1C=CC(=O)C=C1.O=C1C=CC(=O)C=C1.O=C1C=CC(=O)C=C1",
  "homo_energy_ev": -7.9,
  "e_tot_ha": -3206.78521,
  "gap_ev": 5.7,
  "symbols": ["C", "C", "O", "C", "C", "O", "C", "C", "O", "C", "C", "C", "C", "O", "C", "C", "N", "C", "C", "C", "O", "C", "N", "S", "N", "C", "C", "C", "H", "H", "H", "H", "H", "H", "H", "H", "H", "H", "H", "H", "H", "H", "H", "H", "H", "H", "H", "H", "H", "H", "H", "H", "H", "H", "H", "H", "H", "H", "H", "C", "C", "C", "O", "C", "C", "C", "O", "H", "H", "H", "H", "C", "C", "C", "O", "C", "C", "C", "O", "H", "H", "H", "H", "C", "C", "C", "O", "C", "C", "C", "O", "H", "H", "H", "H", "C", "C", "C", "O", "C", "C", "C", "O", "H", "H", "H", "H"],
  "xyz": [[5.2144, 1.5751, 3.7028], [4.5008, 0.9965, 2.3614], [3.0661, 1.2456, 2.3685], [2.3491, 0.1013, 2.9005], [0.7954, 0.1429, 2.4051], [0.1756, -1.0471, 2.9540], [-0.6215, -1.7574, 1.9818], [-2.2298, -1.4849, 2.1378], [-2.5252, -0.5301, 3.1938], [-3.9363, -0.5363, 3.5322], [-4.6294, 0.9095, 3.2809], [-3.8553, 2.1477, 2.6875], [-4.5374, 3.5355, 2.4017], [-3.7409, 4.5617, 1.8250], [-4.0171, 5.8684, 2.4010], [-2.8276, 6.8467, 1.9128], [-1.6402, 6.7106, 2.8124], [-0.4691, 7.3609, 2.1404], [0.1253, 8.5407, 3.0638], [1.2974, 7.9030, 3.9686], [0.6698, 9.5534, 2.1502], [-6.0638, 3.6296, 2.7505], [-6.9235, 4.7759, 2.5445], [-8.4671, 4.2990, 3.0778], [-8.2871, 2.6827, 3.6078], [-6.8867, 2.4218, 3.3567], [-6.1601, 1.0583, 3.6193], [-7.0385, -0.1748, 4.2013], [5.9288, 0.7880, 4.1467], [4.4217, 1.9346, 4.4538], [5.8438, 2.4866, 3.3979], [4.9275, 1.5834, 1.4712], [4.7686, -0.1083, 2.2057], [2.2936, 0.1743, 4.0532], [2.8136, -0.9123, 2.6399], [0.7868, 0.2086, 1.2636], [0.2884, 1.0731, 2.8787], [-0.4707, -2.8841, 2.1976], [-0.3119, -1.5975, 0.8919], [-2.5390, -0.9830, 1.1367], [-2.7322, -2.5048, 2.2778], [-4.4492, -1.3534, 2.9022], [-4.0117, -0.8627, 4.6376], [-2.7435, 1.9795, 2.4311], [-4.1932, 5.8718, 3.5304], [-4.9883, 6.2682, 1.9053], [-2.5217, 6.4647, 0.8616], [-3.2064, 7.9233, 1.7906], [-1.9076, 7.1875, 3.6868], [0.3147, 6.5748, 1.8398], [-0.8421, 7.8476, 1.1541], [-0.7291, 9.0230, 3.6515], [1.2466, 6.7566, 3.9652], [1.1843, 8.3495, 5.0323], [2.2967, 8.2170, 3.4927], [0.8999, 9.1334, 1.2873], [-7.8768, -0.3330, 3.4168], [-7.5091, 0.0637, 5.2157], [-6.4404, -1.1664, 4.1978], [-9.0667, -1.9434, 0.6875], [-10.3483, -2.3126, 0.7027], [-10.7474, -3.6808, 1.0950], [-11.9160, -4.0191, 1.1074], [-9.6718, -4.6228, 1.4712], [-8.3903, -4.2535, 1.4559], [-7.9912, -2.8853, 1.0635], [-6.8211, -2.5467, 1.0512], [-8.7565, -0.9457, 0.4021], [-11.1480, -1.6349, 0.4309], [-9.9820, -5.6203, 1.7566], [-7.5905, -4.9312, 1.7279], [8.7571, -2.5700, 1.4004], [7.8206, -2.2305, 2.2871], [6.3845, -2.2731, 1.9396], [5.5285, -1.9611, 2.7488], [6.0264, -2.7075, 0.5731], [6.9631, -3.0470, -0.3137], [8.3989, -3.0046, 0.0334], [9.2542, -3.3162, -0.7751], [9.8134, -2.5440, 1.6374], [8.0656, -1.9107, 3.2925], [4.9703, -2.7334, 0.3357], [6.7180, -3.3663, -1.3178], [5.7249, -2.9915, -4.2379], [5.5810, -3.5067, -5.4595], [4.2570, -3.9306, -5.9614], [4.1249, -4.4031, -7.0761], [3.0990, -3.7603, -5.0585], [3.2429, -3.2451, -3.8369], [4.5668, -2.8211, -3.3348], [4.6988, -2.3487, -2.2200], [6.6874, -2.6763, -3.8539], [6.4184, -3.6376, -6.1337], [2.1369, -4.0754, -5.4428], [2.4054, -3.1142, -3.1628], [5.2266, -3.9338, -12.4336], [4.8821, -5.1911, -12.7152], [4.3724, -6.0999, -11.6662], [4.0598, -7.2483, -11.9224], [4.2580, -5.5609, -10.2946], [4.6023, -4.3036, -10.0128], [5.1119, -3.3950, -11.0615], [5.4247, -2.2464, -10.8056], [5.6023, -3.2549, -13.1891], [4.9592, -5.6013, -13.7146], [3.8823, -6.2395, -9.5389], [4.5250, -3.8945, -9.0137]]
}

***

# 2
{
  "formula": "C19H39AlBBeBr4F7GaN3O13SSi",
  "method": "wB97M-V/def2-TZVPD",
  "homo_energy_ev": -6.2,
  "e_tot_ha": -15778.66200,
  "relative_energy_kj_mol": 0.00,
  "gap_ev": 0.8,
  "symbols": ["C", "Si", "C", "C", "O", "C", "C", "Ga", "C", "B", "O", "O", "O", "C", "N", "S", "O", "O", "C", "F", "F", "C", "F", "F", "C", "F", "F", "F", "H", "H", "H", "H", "H", "H", "H", "H", "H", "H", "H", "H", "H", "H", "H", "H", "H", "C", "C", "C", "C", "N", "H", "H", "H", "H", "H", "H", "H", "Al", "C", "O", "H", "H", "H", "H", "C", "C", "O", "H", "H", "H", "H", "H", "H", "O", "H", "C", "O", "H", "H", "H", "C", "Br", "Br", "Br", "H", "Be", "Br", "N", "O", "O", "O"],
  "xyz": [[2.2882, -4.7629, -0.6169], [1.8824, -3.5803, -2.0642], [3.5692, -2.9140, -2.6770], [0.8539, -4.5094, -3.4588], [0.8438, -2.4119, -1.4465], [1.5110, -1.1982, -1.0275], [0.5367, -0.0981, -0.5107], [-0.5083, -0.5887, 1.1646], [0.5842, -0.1455, 2.8637], [1.4931, -1.3444, 3.3128], [0.9722, -2.4752, 4.0872], [2.8602, -1.3106, 2.9883], [-2.0049, 0.6163, 1.2175], [-1.4010, 1.7898, 1.2182], [-0.8481, 2.7843, 1.3082], [-1.1801, -2.8055, 1.3159], [-0.1111, -3.7924, 1.0441], [-1.5851, -3.0097, 2.7350], [-2.7192, -3.2322, 0.3182], [-2.6495, -2.6392, -0.9074], [-3.7980, -2.6781, 0.9997], [-2.9640, -4.7898, 0.2593], [-2.0904, -5.3722, -0.6230], [-2.8089, -5.3633, 1.4924], [-4.4264, -5.2524, -0.2221], [-5.4181, -5.1193, 0.7500], [-4.7884, -4.7219, -1.4079], [-4.3067, -6.6013, -0.4367], [2.5022, -4.0781, 0.2491], [3.2005, -5.3740, -0.8548], [1.3783, -5.3849, -0.4397], [3.4558, -2.0327, -3.3747], [4.1394, -3.7012, -3.2324], [4.1654, -2.5179, -1.8112], [0.9019, -5.6233, -3.3195], [-0.2170, -4.1999, -3.3182], [1.1876, -4.2517, -4.5219], [2.0175, -0.7690, -1.9452], [2.3612, -1.4196, -0.3146], [1.1764, 0.7945, -0.2611], [-0.1535, 0.1578, -1.3513], [1.1732, 0.7847, 2.6923], [-0.1965, 0.0110, 3.6607], [0.1807, -2.1901, 4.5945], [3.2745, -1.9187, 3.6374], [1.2684, 7.7716, -0.0809], [0.0763, 6.8260, 0.0115], [0.2028, 5.8057, 1.1448], [1.3191, 4.8852, 0.9402], [2.2017, 4.1673, 0.7774], [2.1915, 7.2319, -0.3049], [1.1093, 8.5007, -0.8773], [1.4080, 8.3183, 0.8553], [-0.0490, 6.3109, -0.9442], [-0.8276, 7.4173, 0.1738], [-0.7214, 5.2288, 1.2085], [0.3184, 6.3228, 2.1015], [2.9252, -4.9188, -4.5182], [-3.2759, 5.1685, -1.6505], [-3.1682, 6.5021, -2.0479], [-2.4306, 4.6092, -2.0534], [-3.2705, 5.0988, -0.5578], [-4.2097, 4.7538, -2.0451], [-3.9297, 6.9446, -1.6975], [7.2009, -4.0268, 4.0516], [6.0110, -3.0948, 3.9330], [5.2437, -3.1079, 5.1367], [6.8691, -5.0462, 4.2590], [7.7897, -4.0280, 3.1323], [7.8462, -3.7257, 4.8806], [5.3577, -3.4114, 3.1175], [6.3383, -2.0694, 3.7351], [5.8207, -2.8187, 5.8532], [-6.0120, 5.8270, -3.1512], [-5.1219, 5.9203, -3.5069], [-6.5413, 8.1965, -1.6743], [-5.3437, 8.3095, -1.2482], [-7.2689, 7.6783, -1.0124], [-7.0794, 9.1231, -1.9261], [-6.6776, 7.5789, -2.6648], [4.7946, -8.1492, -0.1664], [4.5433, -7.9333, -2.0766], [4.9556, -6.4442, 0.7304], [3.4120, -9.2441, 0.6190], [5.7343, -8.6727, -0.0275], [-6.0866, -3.0778, 0.5951], [1.4703, -3.8258, 5.4959], [-7.1789, 9.0837, -5.0773], [-7.6290, 9.5795, -6.1167], [-7.8817, 9.0736, -4.0367], [-6.0393, 8.5998, -5.0557]]
}

***

# 3
{
  "formula": "C40H37BF5IN7ORbTe",
  "method": "wB97M-V/def2-TZVPD",
  "homo_energy_ev": -1.8,
  "e_tot_ha": -3119.19897,
  "relative_energy_kj_mol": 0.00,
  "charge": -2,
  "gap_ev": 5.0,
  "symbols": ["Rb", "C", "C", "C", "C", "N", "N", "B", "N", "N", "C", "C", "C", "C", "C", "C", "C", "C", "C", "C", "N", "N", "C", "C", "C", "C", "C", "C", "C", "C", "C", "C", "C", "C", "C", "C", "C", "C", "H", "H", "H", "H", "H", "H", "H", "H", "H", "H", "H", "H", "H", "H", "H", "H", "H", "H", "H", "H", "H", "H", "H", "H", "H", "H", "H", "H", "N", "C", "O", "C", "I", "H", "H", "H", "H", "Te", "C", "C", "C", "C", "C", "C", "H", "H", "H", "H", "H", "F", "C", "F", "C", "F", "F", "F"],
  "xyz": [[-0.0166, -0.8263, -0.3120], [2.6065, 1.6050, 5.0266], [1.5680, 0.8508, 4.2598], [0.5922, 0.0357, 4.7790], [-0.1209, -0.4363, 3.6595], [0.3976, 0.0635, 2.5417], [1.4314, 0.8523, 2.9099], [2.3172, 1.6904, 1.9512], [1.5404, 2.7570, 1.1456], [0.6749, 2.4883, 0.1440], [0.3252, 3.6600, -0.3760], [0.9755, 4.7122, 0.3003], [1.7353, 4.0948, 1.2630], [2.6150, 4.7488, 2.2791], [-0.5899, 3.7863, -1.5251], [-1.3724, 2.7195, -1.9546], [-2.2114, 2.8489, -3.0493], [-2.2864, 4.0526, -3.7361], [-1.5216, 5.1309, -3.3095], [-0.6830, 4.9973, -2.2140], [3.2664, 0.8577, 1.0446], [2.8746, 0.0677, 0.0236], [3.9829, -0.4012, -0.5434], [5.1200, 0.0937, 0.1234], [4.6207, 0.8911, 1.1247], [5.4087, 1.6636, 2.1331], [3.9717, -1.3334, -1.6881], [5.1697, -1.7477, -2.2724], [5.1753, -2.6670, -3.3100], [3.9827, -3.2056, -3.7754], [2.7845, -2.7987, -3.2057], [2.7842, -1.8595, -2.1893], [-1.2775, -1.3551, 3.6853], [-1.7784, -1.8049, 4.9085], [-2.8569, -2.6735, 4.9636], [-3.4613, -3.1158, 3.7944], [-2.9749, -2.6775, 2.5721], [-1.8986, -1.8081, 2.5251], [2.4641, 1.4065, 6.0893], [3.6170, 1.2981, 4.7551], [2.5366, 2.6812, 4.8657], [0.4341, -0.1819, 5.8213], [3.0453, 2.3019, 2.6708], [0.8942, 5.7732, 0.1339], [2.5481, 5.8300, 2.1545], [2.3117, 4.5028, 3.2977], [3.6592, 4.4555, 2.1679], [-1.3380, 1.7857, -1.4215], [-2.8285, 2.0063, -3.3394], [-2.9454, 4.1532, -4.5902], [-1.5761, 6.0791, -3.8325], [-0.0824, 5.8413, -1.8984], [6.1597, -0.1022, -0.0772], [6.4696, 1.4843, 1.9558], [5.2262, 2.7361, 2.0621], [5.1768, 1.3579, 3.1536], [6.1098, -1.3526, -1.9089], [6.1181, -2.9775, -3.7457], [3.9893, -3.9479, -4.5643], [1.8454, -3.2374, -3.5158], [1.8549, -1.5202, -1.7710], [-1.3196, -1.4737, 5.8313], [-3.2256, -3.0079, 5.9266], [-4.3032, -3.7957, 3.8364], [-3.4227, -3.0048, 1.6428], [-1.5498, -1.4820, 1.5630], [-1.9036, -1.1320, -4.4005], [-0.6702, -0.7205, -4.1036], [-0.3339, -0.2361, -3.0341], [0.4120, -0.9326, -5.1545], [-0.0702, -0.1501, -7.0945], [-2.6430, -1.0784, -3.6899], [-2.1132, -1.5077, -5.3075], [0.5961, -1.9907, -5.3187], [1.3191, -0.4314, -4.8406], [-3.7262, -0.4308, -1.4165], [-5.7453, -0.8692, -0.9762], [-6.1888, -2.1859, -0.8143], [-7.5171, -2.4733, -0.5328], [-8.4477, -1.4504, -0.4011], [-8.0240, -0.1364, -0.5534], [-6.6950, 0.1472, -0.8353], [-5.4728, -2.9932, -0.9100], [-7.8264, -3.5060, -0.4111], [-9.4851, -1.6734, -0.1796], [-8.7346, 0.6769, -0.4486], [-6.3773, 1.1766, -0.9486], [0.5311, -4.4779, -1.7584], [0.0201, -3.9933, -0.5075], [-1.0602, -4.8720, -0.2571], [1.0754, -4.4761, 0.4712], [1.4040, -5.8042, 0.4404], [2.2436, -3.8165, 0.2774], [0.6945, -4.2293, 1.7453]]
}

***

# 4
{
  "formula": "C5H8N2",
  "method": "wB97M-V/def2-TZVPD",
  "homo_energy_ev": [-8.5, -8.5],
  "e_tot_ha": -304.67813,
  "relative_energy_kj_mol": 413.17,
  "gap_ev": [7.9, 7.9],
  "symbols": ["C", "C", "C", "C", "C", "N", "N", "H", "H", "H", "H", "H", "H", "H", "H"],
  "xyz": [[-1.7771, -0.9583, -0.1718], [-1.1473, 0.2328, 0.2328], [0.9776, -0.5810, -0.2868], [1.2350, -1.6624, 0.7452], [-1.3955, 1.3398, -0.6895], [-2.3339, -1.9228, -0.4438], [1.7750, -0.6263, -1.2678], [-0.5775, 0.2906, 1.0892], [1.8565, -2.4204, 0.2698], [0.4551, -2.2319, 1.3384], [1.9507, -1.1431, 1.3899], [-0.7321, 2.1025, -0.4020], [-2.4425, 1.6350, -0.5781], [-1.1332, 1.1108, -1.7385], [1.4717, -0.1385, -2.1262]]
}

***

# 5
{
  "formula": "C6H5ClNa",
  "method": "wB97M-V/def2-TZVPD",
  "homo_energy_ev": -14.0,
  "e_tot_ha": -853.92124,
  "relative_energy_kj_mol": 0.00,
  "charge": 1,
  "gap_ev": 9.8,
  "symbols": ["Cl", "C", "C", "C", "C", "C", "C", "H", "H", "H", "H", "H", "Na"],
  "xyz": [[-0.0708, -2.4944, 1.7860], [0.1773, 1.2700, -0.6928], [-0.7933, 1.1490, 0.3008], [1.0716, 0.2225, -0.9177], [-0.8768, -0.0112, 1.0715], [1.0015, -0.9432, -0.1565], [0.0242, -1.0468, 0.8331], [0.2379, 2.1856, -1.2960], [-1.5006, 1.9685, 0.4840], [1.8387, 0.3104, -1.6983], [-1.6367, -0.1184, 1.8568], [1.6992, -1.7744, -0.3235], [-1.1722, -0.7178, -1.2474]]
}

***

# 6
{
  "formula": "C19H25Cl2Si",
  "method": "wB97M-V/def2-TZVPD",
  "homo_energy_ev": -10.9,
  "e_tot_ha": -1948.57236,
  "charge": 1,
  "gap_ev": 4.9,
  "symbols": ["C", "C", "Si", "C", "C", "C", "C", "H", "H", "H", "H", "H", "H", "H", "H", "H", "H", "H", "H", "H", "H", "H", "H", "Cl", "C", "C", "C", "C", "C", "C", "C", "C", "C", "Cl", "C", "C", "C", "C", "H", "H", "H", "H", "H", "H", "H", "H", "H"],
  "xyz": [[3.4271, -0.8562, 0.7223], [3.3893, 0.6278, 1.1411], [1.9879, 0.9996, 2.2828], [1.8730, -0.0447, 3.7880], [0.5427, 0.1093, 4.5520], [1.7741, 2.8060, 2.5509], [1.6573, 3.5890, 1.2307], [-0.7451, -0.2975, -1.0090], [4.3042, -1.0796, 0.0971], [3.4916, -1.4900, 1.6154], [2.5365, -1.1514, 0.1478], [4.2705, 0.8756, 1.7509], [3.4215, 1.3057, 0.2753], [2.1044, -1.0954, 3.5376], [2.7195, 0.3674, 4.3683], [0.5263, -0.5191, 5.4463], [0.4144, 1.1352, 4.9009], [-0.3469, -0.1598, 3.9740], [0.9440, 2.9969, 3.2567], [2.7210, 3.0500, 3.0678], [1.5439, 4.6610, 1.4223], [2.5732, 3.4711, 0.6506], [0.8168, 3.2798, 0.5994], [-2.5251, 3.9198, -5.0520], [-2.4472, 2.6036, -3.9633], [-2.6643, 2.8142, -2.5845], [-2.6014, 1.7184, -1.6992], [-2.2814, 0.4301, -2.1508], [-1.8080, -0.5437, -1.0779], [-1.8012, -2.0599, -1.2211], [-1.8114, -2.7815, -0.0175], [-1.4281, -4.1398, -0.0377], [-1.1615, -4.8103, -1.2512], [-0.6882, -6.4537, -1.2736], [-1.2127, -4.0982, -2.4475], [-1.5207, -2.7384, -2.3978], [-2.1030, 0.2327, -3.5149], [-2.1177, 1.3194, -4.4170], [-2.8566, 3.8305, -2.2318], [-2.8305, 1.8105, -0.6317], [-2.2684, -0.2808, -0.1041], [-2.1591, -2.2489, 0.8871], [-1.3118, -4.6987, 0.8840], [-0.9504, -4.5829, -3.3803], [-1.5842, -2.2419, -3.3468], [-1.9540, -0.7778, -3.8742], [-1.8602, 1.1969, -5.4655]]
}

***

# 7
{
  "formula": "C3H10INP",
  "method": "wB97M-V/def2-TZVPD",
  "smiles": "C[NH+](C)C=[PH2]I",
  "homo_energy_ev": -13.1,
  "e_tot_ha": -813.74526,
  "relative_energy_kj_mol": 184.83,
  "charge": 1,
  "gap_ev": 8.6,
  "symbols": ["C", "C", "C", "N", "P", "I", "H", "H", "H", "H", "H", "H", "H", "H", "H", "H"],
  "xyz": [[0.2432, -1.6231, 0.4510], [1.2168, 0.2038, -0.9468], [-0.0623, 0.8353, 1.1138], [0.7365, -0.2144, 0.3878], [-1.3469, 1.3621, 0.0197], [-3.1502, -0.0193, -0.9645], [0.2829, -2.0259, 1.3653], [-0.8725, -1.5120, 0.0884], [0.9940, -2.2422, -0.1463], [0.4404, 0.3120, -1.6653], [1.6629, 1.1760, -0.8913], [1.9413, -0.4693, -1.2438], [-0.9768, 2.1959, -1.1904], [-0.5644, 0.2226, 1.9637], [1.6511, -0.3138, 0.9490], [-2.1959, 2.1125, 0.7098]]
}

***

# 8
{
  "formula": "C4H4F2S2",
  "method": "wB97M-V/def2-TZVPD",
  "homo_energy_ev": -9.2,
  "e_tot_ha": -1150.63297,
  "relative_energy_kj_mol": 690.75,
  "gap_ev": 8.4,
  "symbols": ["C", "C", "C", "C", "H", "H", "H", "H", "F", "F", "S", "S"],
  "xyz": [[2.0359, 0.5448, -1.3614], [1.3381, -0.4162, -0.3111], [-0.7640, -0.3856, 0.1371], [0.3016, 0.5026, 0.5030], [3.5642, 0.1702, -1.2732], [1.2695, 0.2168, -2.7437], [1.6985, 2.0506, -0.9380], [1.9645, -0.9390, 0.4386], [0.6317, 0.5167, 1.7701], [0.2661, 1.7667, 0.0083], [0.1224, -1.4309, -0.8565], [-2.2502, -0.0392, 0.5256]]
}